The following is a DFT calculation (wB97M-V/def2-TZVPD) of a 2-piece molecular cluster, C3H4N2O3 overall in a non-equilibrium geometry.

Last column: Mulliken charge in e.
CARTESIAN COORDINATES (ANGSTROEM)
C -2.286780 -0.183025 -0.328085  -0.60
N 1.126545 0.453172 0.286196  -0.02
C 0.715338 -0.692009 0.207646  0.78
O -1.497718 0.118200 0.803377  -0.55
N 2.362626 0.957907 0.164684  -0.47
C 3.470019 0.525231 -0.016803  0.55
O 0.303992 -1.761882 0.063532  -0.42
O 4.602025 0.344352 -0.177701  -0.39
H -1.334343 1.087594 0.869788  0.32
H -3.331691 0.105577 -0.178869  0.27
H -1.904669 0.306140 -1.230200  0.28
H -2.225345 -1.261257 -0.463565  0.25

Force components x, y, z for each atom (eV/Å):
C -0.174 0.102 -0.144
N -1.046 -0.008 0.297
C 0.738 0.209 -0.349
O 0.038 1.192 0.502
N 0.076 0.353 0.008
C 0.160 0.156 -0.001
O -0.122 -0.483 0.079
O 0.681 -0.338 -0.117
H -0.272 -1.122 -0.192
H 0.039 -0.044 -0.050
H -0.037 -0.038 0.000
H -0.083 0.023 -0.034

Values from the calculation:
E_HOMO (eV): -9.797
ΔE to the lowest compared entry with this formula, charge and spin (kcal per mole): 72.6
E_tot (eV): -12295.8468
LUMO (hartree): 0.013